(1)
Computed, not measured: the molecule C5H10O, with ωB97M-V with the def2-TZVPD basis set.

Properties
charge	0
LUMO level	1.2	eV
DFT total energy	-7393.5593	eV
M	86.13	g mol⁻¹

Structure (XYZ):
```
16
Properties=species:S:1:pos:R:3:lowdin_charge:R:1
C 2.197 0.656 -0.656 -0.113
C 0.761 0.819 -0.149 -0.198
C 0.252 -0.349 0.684 -0.267
O -0.703 -0.012 1.688 -0.023
C -1.102 -0.940 0.689 -0.312
C -2.230 -0.530 -0.216 -0.040
H 2.897 0.478 0.170 0.073
H 2.526 1.562 -1.178 0.070
H 2.306 -0.176 -1.360 0.073
H 0.719 1.693 0.508 0.118
H 0.102 1.044 -0.993 0.104
H 1.049 -1.002 1.052 0.140
H -1.187 -1.957 1.087 0.137
H -2.070 0.475 -0.613 0.074
H -3.174 -0.533 0.337 0.082
H -2.342 -1.228 -1.050 0.081
```

***

(2)
Computed, not measured: the molecule C4H10N2O2, with ωB97M-V with the def2-TZVPD basis set.

Properties
charge	0
LUMO level	1.0	eV
DFT total energy	-11381.4450	eV
M	118.14	g mol⁻¹

Structure (XYZ):
```
18
Properties=species:S:1:pos:R:3:lowdin_charge:R:1
C 2.653 -0.427 0.038 -0.132
N 1.299 -0.175 -0.374 -0.072
C 0.391 0.060 0.508 -0.135
C -0.990 0.349 -0.026 -0.485
C -1.990 0.977 0.907 -0.006
N -0.951 0.837 -1.309 0.132
O -1.098 -1.280 0.263 -0.155
O -0.647 -2.000 -0.871 -0.060
H 2.747 -0.933 1.005 0.078
H 3.141 -1.042 -0.722 0.072
H 3.199 0.527 0.101 0.082
H 0.564 0.199 1.583 0.147
H -2.952 1.080 0.414 0.086
H -1.613 1.942 1.240 0.092
H -2.129 0.349 1.782 0.086
H -1.824 0.777 -1.816 0.108
H -0.096 0.477 -1.776 0.099
H 0.296 -1.716 -0.946 0.065
```

***

(3)
Computed, not measured: a structure of composition C46H38N7O2P2ReSSe2, with ωB97M-V with the def2-TZVPD basis set.

Properties
2S+1	2
charge	+1
LUMO level (alpha / beta)	-4.7 / -4.2	eV
DFT total energy	-225077.2125	eV
M	1159.00	g mol⁻¹

Structure (XYZ):
```
99
Properties=species:S:1:pos:R:3:lowdin_charge:R:1
Re 0.614 -0.713 2.551 1.419
O 1.861 -3.934 4.764 0.097
C 1.705 -2.866 4.203 -0.428
N 0.538 -2.304 3.778 -0.100
C -0.697 -2.902 3.929 -0.221
C -0.962 -4.161 4.466 0.005
C -2.270 -4.584 4.590 -0.059
C -3.321 -3.764 4.195 -0.061
C -3.088 -2.508 3.667 -0.003
C -1.780 -2.076 3.507 -0.222
N -1.379 -0.831 3.042 -0.057
C -2.083 0.294 3.367 -0.436
O -3.283 0.389 3.538 0.120
C -1.143 1.449 3.547 -0.165
C -1.608 2.735 3.774 0.040
C -0.691 3.760 3.932 -0.002
C 0.661 3.447 3.926 -0.012
C 1.049 2.133 3.740 -0.118
N 0.174 1.151 3.529 -0.047
C 2.870 -1.953 3.913 -0.162
C 4.095 -2.180 4.522 0.031
C 5.146 -1.312 4.265 -0.018
C 4.929 -0.247 3.402 -0.037
C 3.677 -0.085 2.829 -0.189
N 2.664 -0.917 3.076 -0.070
H -0.139 -4.782 4.779 0.105
H -2.473 -5.551 5.025 0.111
H -4.336 -4.106 4.307 0.108
H -3.901 -1.858 3.386 0.106
H -2.674 2.901 3.801 0.131
H -1.020 4.778 4.053 0.124
H 1.411 4.209 4.056 0.121
H 2.097 1.869 3.731 0.102
H 4.189 -3.024 5.187 0.130
H 6.110 -1.467 4.725 0.121
H 5.715 0.456 3.176 0.119
H 3.463 0.736 2.154 0.086
Se -1.079 4.814 -1.042 0.301
P -0.675 2.953 -1.965 0.526
C -2.189 2.060 -2.461 -0.341
C -3.352 2.321 -1.743 -0.111
C -4.553 1.755 -2.131 -0.069
C -4.596 0.922 -3.238 -0.074
C -3.438 0.646 -3.946 -0.071
C -2.235 1.214 -3.566 -0.101
C 0.354 3.168 -3.444 -0.374
C 1.739 3.133 -3.319 -0.096
C 2.530 3.335 -4.436 -0.070
C 1.938 3.583 -5.666 -0.072
C 0.558 3.659 -5.780 -0.063
C -0.240 3.462 -4.667 -0.083
C 0.206 1.943 -0.759 -0.415
C 0.123 0.640 -0.251 -0.385
N 0.796 0.679 0.936 -0.215
N 1.283 1.890 1.094 -0.035
N 0.938 2.653 0.117 0.015
P -0.439 -0.968 -0.801 0.733
Se 0.364 -2.455 0.574 0.504
C -2.252 -0.958 -0.779 -0.330
C -2.881 -0.275 0.256 -0.094
C -4.247 -0.386 0.428 -0.062
C -4.987 -1.158 -0.454 -0.059
C -4.358 -1.830 -1.491 -0.067
C -2.988 -1.743 -1.654 -0.070
C 0.130 -1.338 -2.483 -0.337
C 0.616 -0.348 -3.326 -0.100
C 0.972 -0.660 -4.627 -0.050
C 0.865 -1.965 -5.078 -0.049
C 0.428 -2.966 -4.220 -0.052
C 0.058 -2.657 -2.924 -0.106
H -3.316 2.995 -0.896 0.069
H -5.460 1.977 -1.586 0.116
H -5.535 0.500 -3.559 0.113
H -3.476 0.000 -4.811 0.113
H -1.347 1.013 -4.146 0.086
H 2.187 2.946 -2.351 0.098
H 3.607 3.298 -4.345 0.108
H 2.558 3.725 -6.538 0.107
H 0.102 3.871 -6.737 0.111
H -1.317 3.522 -4.745 0.114
H -2.296 0.338 0.929 0.087
H -4.722 0.126 1.252 0.112
H -6.058 -1.236 -0.336 0.115
H -4.936 -2.432 -2.175 0.115
H -2.491 -2.261 -2.461 0.104
H 0.726 0.666 -2.965 0.066
H 1.336 0.123 -5.280 0.115
H 1.137 -2.205 -6.094 0.113
H 0.381 -3.988 -4.562 0.114
H -0.263 -3.432 -2.241 0.096
C 5.617 -1.554 0.170 -0.390
S 3.877 -1.125 -0.080 0.721
C 4.063 0.024 -1.472 -0.382
H 6.022 -1.945 -0.758 0.037
H 5.658 -2.312 0.945 0.032
H 6.166 -0.669 0.479 0.034
H 4.641 0.888 -1.154 0.040
H 3.065 0.323 -1.778 0.001
H 4.564 -0.485 -2.290 0.040
```

***

(4)
Computed, not measured: the molecule C4H13N2O, with ωB97M-V with the def2-TZVPD basis set.

Properties
2S+1	2
charge	0
LUMO level (alpha / beta)	0.9 / 0.7	eV
DFT total energy	-9382.6932	eV
M	105.16	g mol⁻¹

Structure (XYZ):
```
20
Properties=species:S:1:pos:R:3:lowdin_charge:R:1
C -0.635 -0.772 -1.625 -0.284
O -0.777 -2.184 -1.549 -0.116
C 0.311 -0.362 -0.519 -0.347
C 0.217 1.204 -0.395 -0.179
C 0.777 1.910 0.839 -0.269
N 0.414 1.286 2.134 -0.047
N -0.152 -1.001 0.777 0.096
H -1.615 -0.313 -1.530 0.109
H -0.149 -0.537 -2.577 0.123
H -1.635 -2.563 -1.752 0.080
H 1.368 -0.506 -0.677 0.114
H -0.810 1.481 -0.653 0.103
H 0.833 1.535 -1.222 0.106
H 0.394 2.920 0.827 0.102
H 1.855 1.906 0.736 0.103
H -0.282 -0.300 1.522 0.056
H -0.314 1.856 2.557 0.074
H 1.166 1.357 2.811 0.067
H 0.666 -1.573 1.151 0.039
H -1.003 -1.553 0.605 0.071
```

***

Respective energy relative to the best compared isomer or geometry (same formula, charge and spin) values: 116.4, 526.6, 28.8, 192.6 kJ/mol.
Respective largest force on an atom values: 0.3, 2.4, 2.7, 3.2 eV Å⁻¹.